No. 1
This record from the OMol25 dataset describes 2 unconnected molecules or ions with the total composition C23H39F13IN2O4S. The level of theory is wB97M-V/def2-TZVPD.

LUMO level in eV: -4.648
Net charge: +1
E_HOMO in Ha: -0.4256
Multiplicity: 1

Element x y z (Å)
C  -4.8437  -0.7041  -0.7073
O  -4.5502  0.4548  0.1577
C  -3.8668  -0.0742  1.3851
C  -2.5974  0.9217  1.6580
C  -1.1304  0.1470  1.7617
C  -0.7297  -0.7345  0.4552
C  -0.3298  -2.2995  0.7276
C  -1.2966  -3.0662  1.8502
C  -1.8002  -4.5636  1.3389
N  -0.6403  -5.5499  1.1669
O  -0.6551  -3.0092  -0.5549
C  0.1103  -2.4704  -1.6752
C  0.2318  -0.8430  -1.7653
N  0.3205  -0.0873  -0.4741
C  -0.2501  1.3201  -0.7565
C  0.3004  2.0279  -2.1192
C  -0.8309  2.0975  -3.3492
I  -2.5737  3.3439  -2.8361
C  1.6621  0.1282  0.1368
C  2.8152  -1.0044  -0.0876
C  3.9846  -0.5394  -1.1929
F  3.4559  0.2587  -2.3121
F  4.8585  0.4111  -0.4036
C  4.9962  -1.7733  -1.6188
F  5.9351  -1.8736  -0.4333
F  4.3220  -3.1199  -1.6292
C  5.9387  -1.4813  -2.9209
F  6.2714  -0.0128  -3.0691
F  7.2953  -2.0441  -2.5223
C  5.6185  -2.2615  -4.2967
F  6.8107  -1.9863  -5.1922
F  5.6637  -3.7662  -4.1414
S  4.1198  -1.8548  -5.2748
F  3.0004  -2.0780  -4.0153
F  4.2266  -0.1679  -5.1047
F  5.1225  -1.7826  -6.7069
F  3.9471  -3.5588  -5.6308
F  2.7785  -1.5925  -6.3193
H  -3.8961  -1.3310  -1.0190
H  -5.5991  -1.4233  -0.1377
H  -5.3795  -0.4120  -1.7296
H  -4.7001  -0.0073  2.2361
H  -3.5934  -1.1833  1.1333
H  -2.7689  1.3911  2.7422
H  -2.5697  1.8584  0.9270
H  -1.1900  -0.4648  2.7853
H  -0.3496  1.0181  2.0040
H  -1.7089  -0.7771  -0.2293
H  0.7675  -2.4827  1.0886
H  -2.1684  -2.3953  2.2476
H  -0.6032  -3.2858  2.7973
H  -2.4379  -4.9995  2.2492
H  -2.5327  -4.5306  0.4270
H  -0.7620  -6.1447  0.3184
H  -0.5419  -6.1376  2.0375
H  -0.4605  -2.8133  -2.6671
H  1.1556  -3.0444  -1.7316
H  -0.7897  -0.5031  -2.2862
H  1.0698  -0.6096  -2.5572
H  -1.4402  1.2945  -0.8500
H  0.0375  2.0650  0.1321
H  1.2990  1.6046  -2.5527
H  0.5191  3.1736  -1.8633
H  -1.0948  1.0457  -3.7885
H  -0.2704  2.6826  -4.2261
H  2.1468  1.1493  -0.2530
H  1.5904  0.2991  1.3177
H  2.4396  -2.0980  -0.2511
H  3.4344  -1.0549  0.9354
O  -1.1882  3.3885  3.1140
C  -1.7468  4.2590  3.7826
O  -1.8256  4.1445  5.1282
C  -2.2805  5.1866  6.0105
C  -3.7908  5.1720  6.1348
C  -2.4278  5.4161  3.1124
H  -1.8916  6.1621  5.7029
H  -1.8392  4.9755  6.9905
H  -4.2762  5.3648  5.1742
H  -4.1268  5.9283  6.8501
H  -4.1377  4.1893  6.4724
H  -3.4315  5.1137  2.8065
H  -1.8469  5.6937  2.2264
H  -2.4840  6.3106  3.7298

***

No. 2
This record from the OMol25 dataset describes a molecular structure, C23H39N3OS4Si2Y. The level of theory is wB97M-V/def2-TZVPD.

LUMO level in eV: -2.249
Relative energy (zero: lowest compared OMol25 entry of this formula, charge and spin) in kJ/mol: 0.0
Net charge: +1
E_HOMO in Ha: -0.3390
Multiplicity: 1

Element x y z (Å)
Y  -1.1797  -0.8909  0.5212
C  2.3318  -0.5325  -0.2873
C  2.2426  -1.6741  0.7214
S  1.0395  -2.8335  -0.0053
C  0.7353  -4.1093  1.2422
C  -0.5976  -4.7893  0.9760
S  -2.0861  -3.7721  1.1269
C  -2.1711  -3.5305  2.9231
C  -3.3643  -2.6382  3.2209
S  -3.1360  -0.9001  2.7510
C  -2.1834  -0.2211  4.1436
C  -0.6815  -0.4689  4.1285
S  0.0828  0.1404  2.5823
H  1.3518  -0.3039  -0.7308
H  2.9585  -0.8926  -1.1118
H  1.8710  -1.3560  1.6924
H  3.2094  -2.1611  0.8424
H  0.8151  -3.6828  2.2429
H  1.5031  -4.8782  1.1413
H  -0.7223  -5.6624  1.6170
H  -0.6134  -5.1530  -0.0537
H  -1.2500  -3.0584  3.2652
H  -2.2684  -4.4999  3.4137
H  -3.6162  -2.6632  4.2810
H  -4.2433  -2.9770  2.6702
H  -2.6657  -0.6007  5.0481
H  -2.3764  0.8501  4.0846
H  -0.4415  -1.5135  4.3289
H  -0.2549  0.1079  4.9504
C  4.1718  1.4886  -1.3316
Si  3.0969  1.1484  0.1831
C  4.1855  0.9443  1.7006
C  2.0255  2.6945  0.3060
C  2.9020  3.7573  0.5877
C  2.5133  5.0830  0.5368
C  1.2120  5.3812  0.1669
C  0.3306  4.3448  -0.0873
C  0.6844  2.9881  -0.0017
Si  -0.8535  1.8522  -0.2093
C  -1.4783  2.2476  -1.9789
C  -2.1866  2.6615  0.8955
H  4.7396  2.4135  -1.2245
H  3.5408  1.6148  -2.2180
H  4.8803  0.6776  -1.5213
H  5.1785  1.3605  1.5219
H  4.3144  -0.1074  1.9645
H  3.7570  1.4506  2.5664
H  3.9369  3.5495  0.8467
H  3.2219  5.8681  0.7671
H  0.8810  6.4093  0.0914
H  -0.6876  4.6074  -0.3487
H  -1.6378  3.3118  -2.1683
H  -2.4321  1.7373  -2.1585
H  -0.7582  1.8947  -2.7237
H  -2.2359  3.7471  0.7934
H  -2.0005  2.4433  1.9502
H  -3.1763  2.2730  0.6297
C  -3.8889  -1.2002  -3.5640
N  -2.4428  -1.0168  -3.6947
C  -1.8534  -0.7793  -4.8960
C  -0.5260  -0.5715  -4.9986
C  0.2306  -0.6138  -3.7910
N  -0.3493  -0.8643  -2.6199
C  -1.6675  -1.0478  -2.5662
O  -2.2403  -1.2357  -1.4558
N  1.5458  -0.3953  -3.7959
H  -4.3337  -1.1319  -4.5525
H  -4.2999  -0.4252  -2.9214
H  -4.1018  -2.1740  -3.1303
H  -2.5152  -0.7589  -5.7500
H  -0.0647  -0.3742  -5.9537
H  2.0373  -0.1799  -4.6446
H  2.0553  -0.4090  -2.9275

***

No. 3
This record from the OMol25 dataset describes 5 unconnected molecules or ions with the total composition C23H39N4O8. The level of theory is wB97M-V/def2-TZVPD.

LUMO level in eV: -3.663
Net charge: +1
E_HOMO in Ha: -0.4221
Multiplicity: 1

Element x y z (Å)
C  3.3347  4.4233  2.2921
C  2.9140  3.2199  1.4883
C  1.7002  2.4962  1.9769
N  3.5453  2.7589  0.4783
C  4.2953  3.6023  -0.4372
C  3.6607  4.9259  -0.8126
C  2.3004  4.7182  -1.4961
N  2.0723  3.3281  -1.9514
C  3.2060  2.6298  -2.3182
N  3.1541  1.6989  -3.3265
N  4.3566  2.8005  -1.6934
H  2.6283  5.2452  2.1417
H  4.3160  4.7836  1.9933
H  3.3065  4.1857  3.3533
H  1.7884  2.1510  3.0045
H  0.8250  3.1395  1.8695
H  1.5441  1.6051  1.3697
H  5.3162  3.7541  -0.0802
H  3.6125  5.6159  0.0229
H  4.3158  5.4007  -1.5456
H  2.2675  5.3345  -2.3924
H  1.4581  5.0235  -0.8816
H  1.6154  2.7847  -1.2161
H  3.4133  1.9410  -4.2739
H  2.7654  0.7941  -3.1234
H  4.7809  1.8872  -1.5397
O  0.5310  0.4975  3.9363
C  0.3023  -0.5400  3.3763
O  -0.7466  -0.6890  2.5455
C  -0.8404  -2.0616  2.0931
C  0.5622  -2.6273  2.2703
C  1.0647  -1.8462  3.4830
H  -1.5724  -2.5805  2.7092
H  -1.1774  -2.0730  1.0636
H  0.5667  -3.7074  2.3939
H  1.1731  -2.3858  1.3985
H  0.7931  -2.3234  4.4260
H  2.1357  -1.6617  3.4679
O  -1.6590  -5.7758  1.0021
C  -2.7279  -5.2370  1.0431
O  -2.8469  -3.8905  0.9742
C  -4.2294  -3.5000  1.1612
C  -5.0375  -4.7357  0.7917
C  -4.0971  -5.8635  1.2112
H  -4.3756  -3.2167  2.2007
H  -4.4398  -2.6451  0.5213
H  -6.0096  -4.7604  1.2778
H  -5.1943  -4.7723  -0.2879
H  -4.2228  -6.1341  2.2608
H  -4.1819  -6.7530  0.5931
O  -5.7804  -3.4528  3.7177
C  -6.4982  -2.5493  4.0447
O  -6.2079  -1.2649  3.7479
C  -7.1752  -0.3814  4.3487
C  -8.4089  -1.2453  4.5821
C  -7.7856  -2.6159  4.8401
H  -6.7538  0.0025  5.2795
H  -7.3493  0.4508  3.6721
H  -9.0380  -0.8793  5.3899
H  -9.0123  -1.2814  3.6744
H  -7.5292  -2.7645  5.8905
H  -8.4000  -3.4437  4.4977
O  3.0758  2.5395  -6.9830
C  3.8937  1.7060  -7.2427
O  4.5456  1.0436  -6.2533
C  5.5543  0.1725  -6.8054
C  5.1069  -0.0744  -8.2425
C  4.4003  1.2375  -8.5881
H  6.5167  0.6840  -6.7492
H  5.5996  -0.7332  -6.2063
H  5.9310  -0.3270  -8.9051
H  4.3887  -0.8944  -8.2693
H  5.0896  1.9903  -8.9740
H  3.5732  1.1155  -9.2813

***

No. 4
This record from the OMol25 dataset describes 6 unconnected molecules or ions with the total composition C23H39NO12. The level of theory is wB97M-V/def2-TZVPD.

LUMO level in eV: 0.404
Net charge: 0
E_HOMO in Ha: -0.3301
Multiplicity: 1

Element x y z (Å)
C  0.5080  -1.9714  -0.2067
O  1.2467  -3.1286  -0.5444
C  2.5915  -2.8366  -0.7990
C  2.8291  -1.9869  -2.0577
N  4.1936  -2.2577  -2.5342
O  1.8773  -2.2987  -3.0381
H  -0.5065  -2.1089  -0.5616
H  0.4632  -1.8126  0.8720
H  0.9008  -1.0720  -0.6592
H  3.1219  -3.7748  -0.9336
H  3.0715  -2.3014  0.0282
H  2.7371  -0.9414  -1.7694
H  4.4669  -1.4128  -3.0324
H  4.7768  -2.2422  -1.6983
H  1.7063  -1.4708  -3.5127
O  1.1655  1.1824  -2.1068
C  0.7829  1.8401  -1.1758
C  0.7929  3.3495  -1.0495
C  0.5898  3.5614  0.4490
C  -0.2099  2.3254  0.8301
O  0.2469  1.2895  -0.0737
H  -0.0364  3.7476  -1.6366
H  1.7319  3.7563  -1.4158
H  0.0824  4.4886  0.7051
H  1.5570  3.5526  0.9548
H  -1.2775  2.4661  0.6827
H  -0.0294  2.0036  1.8531
O  -3.2193  3.4140  0.3333
C  -4.0057  2.5339  0.5418
C  -5.3966  2.3731  -0.0308
C  -6.0137  1.3201  0.8863
C  -4.7889  0.5288  1.3252
O  -3.7119  1.4861  1.3436
H  -5.3050  2.0214  -1.0600
H  -5.9279  3.3199  -0.0103
H  -6.7741  0.7026  0.4127
H  -6.4653  1.8128  1.7467
H  -4.5294  -0.2664  0.6233
H  -4.8897  0.0991  2.3187
O  -6.6367  4.0050  2.9760
C  -6.9314  3.5683  4.0495
C  -6.2009  3.7680  5.3617
C  -6.7942  2.6714  6.2452
C  -8.1863  2.5099  5.6487
O  -8.0329  2.8076  4.2481
H  -6.4320  4.7672  5.7332
H  -5.1288  3.6708  5.2192
H  -6.8093  2.9105  7.3062
H  -6.2279  1.7481  6.1164
H  -8.9047  3.2147  6.0720
H  -8.5811  1.5024  5.7502
O  4.9325  1.3228  -2.9941
C  4.1310  1.3287  -3.8807
C  3.4697  2.5240  -4.5335
C  2.2882  1.8951  -5.2700
C  2.8099  0.4948  -5.5616
O  3.6981  0.1864  -4.4681
H  4.1877  2.9814  -5.2163
H  3.1671  3.2469  -3.7818
H  1.9825  2.4310  -6.1669
H  1.4336  1.8345  -4.5992
H  3.3835  0.4458  -6.4892
H  2.0220  -0.2542  -5.5983
O  5.4355  -6.7408  3.2337
C  5.6570  -6.6548  2.0632
C  5.1793  -5.5803  1.1059
C  5.4245  -6.2168  -0.2618
C  6.6018  -7.1369  0.0301
O  6.4306  -7.5479  1.3984
H  5.7867  -4.6865  1.2559
H  4.1318  -5.3506  1.2772
H  5.6245  -5.5034  -1.0590
H  4.5559  -6.8087  -0.5526
H  7.5620  -6.6236  -0.0572
H  6.6184  -8.0223  -0.6004

***

No. 5
This record from the OMol25 dataset describes 9 unconnected molecules or ions with the total composition C23H39O35S9. The level of theory is wB97M-V/def2-TZVPD.

LUMO level in eV: 1.240
Net charge: -1
E_HOMO in Ha: -0.1627
Multiplicity: 1

Element x y z (Å)
O  5.3093  2.0992  -5.3750
S  4.2030  2.9107  -6.0115
O  4.8575  4.0784  -6.7603
O  3.3684  2.0368  -7.1030
C  3.0940  3.6035  -4.6479
C  1.5509  3.4809  -5.0584
C  0.7316  2.1742  -5.0802
C  -0.7547  2.1478  -5.5011
C  -1.4575  3.4585  -5.9560
C  -0.6310  4.7929  -5.9491
C  0.8472  4.8041  -5.4905
H  3.3439  3.0462  -3.6746
H  3.3847  4.7155  -4.5852
H  1.2488  1.2100  -4.7797
H  -1.3837  1.2009  -5.5015
H  -2.5424  3.5019  -6.3084
H  -1.1412  5.7559  -6.2925
H  1.3835  5.8060  -5.4830
C  -0.3015  0.7583  0.4904
C  -1.5991  0.6252  -0.2913
O  -1.3833  1.3594  -1.4966
S  0.1833  1.2549  -1.9070
O  0.3220  0.2132  -2.8826
O  0.6885  2.5777  -2.1019
O  0.7371  0.6925  -0.4877
H  -0.2387  1.7298  0.9895
H  -0.1813  -0.0364  1.2282
H  -2.4557  1.0230  0.2536
H  -1.7917  -0.4170  -0.5603
C  -4.8840  7.5352  -3.9659
C  -3.6951  7.2682  -4.8759
O  -3.1147  6.0620  -4.3822
S  -4.2844  5.1203  -3.7734
O  -4.6578  4.1640  -4.7712
O  -3.9170  4.7489  -2.4387
O  -5.4477  6.2514  -3.6958
H  -4.5636  7.9735  -3.0165
H  -5.6241  8.1855  -4.4336
H  -2.9679  8.0800  -4.8591
H  -4.0181  7.0909  -5.9062
C  -5.3287  4.1742  0.0514
C  -6.4593  4.7565  0.8844
O  -6.3398  4.1281  2.1619
S  -4.7724  3.8283  2.4586
O  -4.2598  4.8850  3.2800
O  -4.6337  2.4440  2.7998
O  -4.2235  4.0484  0.9495
H  -5.5839  3.1766  -0.3168
H  -5.0646  4.8140  -0.7911
H  -7.4396  4.5616  0.4494
H  -6.3319  5.8341  1.0247
C  0.9988  -3.9883  1.0624
C  1.2170  -4.0323  -0.4413
O  -0.0168  -4.5124  -0.9816
S  -1.2407  -4.0008  -0.0480
O  -1.7970  -2.8230  -0.6465
O  -2.0333  -5.1344  0.3210
O  -0.3577  -3.5451  1.2316
H  1.0910  -4.9844  1.5042
H  1.6908  -3.3078  1.5597
H  2.0407  -4.6882  -0.7228
H  1.3961  -3.0308  -0.8443
C  3.2635  -5.7002  5.6571
C  1.7747  -5.4619  5.4713
O  1.6507  -4.0634  5.2238
S  2.9699  -3.5475  4.4330
O  2.6673  -3.5056  3.0252
O  3.5159  -2.4292  5.1423
O  3.9069  -4.8429  4.7087
H  3.5851  -5.4058  6.6565
H  3.5411  -6.7397  5.4789
H  1.1948  -5.7501  6.3483
H  1.3954  -5.9948  4.5936
C  -0.3332  -2.8589  -4.7721
C  -1.1488  -4.0028  -4.1886
O  -1.4961  -4.8194  -5.3083
S  -0.3044  -4.7437  -6.4072
O  0.5407  -5.8885  -6.2329
O  -0.8766  -4.3874  -7.6702
O  0.4633  -3.4510  -5.8007
H  -0.9800  -2.1068  -5.2322
H  0.3017  -2.3813  -4.0251
H  -2.0443  -3.6551  -3.6735
H  -0.5474  -4.6070  -3.5036
C  -1.2635  -0.1361  5.0370
C  -1.6181  -1.1240  6.1367
O  -1.9675  -2.3285  5.4542
S  -1.0892  -2.4412  4.0920
O  0.0464  -3.2836  4.3460
O  -1.9857  -2.6512  2.9977
O  -0.5728  -0.9023  4.0492
H  -2.1633  0.2816  4.5764
H  -0.6320  0.6758  5.3995
H  -2.4463  -0.7780  6.7552
H  -0.7528  -1.3346  6.7724
C  8.0720  -3.0084  7.2514
C  6.9680  -2.1531  7.8532
O  5.7511  -2.7498  7.4052
S  5.9675  -4.3502  7.2589
O  5.4721  -4.9818  8.4478
O  5.5565  -4.7447  5.9418
O  7.5901  -4.3507  7.3228
H  8.2346  -2.7602  6.1989
H  9.0120  -2.9115  7.7957
H  7.0267  -1.1127  7.5335
H  6.9846  -2.1990  8.9462

***

No. 6
This record from the OMol25 dataset describes a molecular structure, C23H40Cl3MnN4O3Si. The level of theory is wB97M-V/def2-TZVPD.

LUMO level (alpha / beta) in eV: 2.546 / 2.542
Relative energy (zero: lowest compared OMol25 entry of this formula, charge and spin) in kJ/mol: 6.4
Net charge: -1
E_HOMO (alpha / beta) in Ha: -0.1017 / -0.1677
Multiplicity: 6

Element x y z (Å)
C  -1.5497  -1.8663  -2.4418
C  -1.1017  -2.8914  -1.4626
H  -1.2684  -2.1217  -3.4653
H  -1.1348  -0.8883  -2.1837
H  -2.6388  -1.7783  -2.4152
C  -0.6244  -4.1276  -1.7268
C  -0.4527  -4.7071  -3.1037
H  -0.3708  -4.8077  -0.9105
H  -0.6674  -3.9932  -3.9036
H  -1.0833  -5.5929  -3.2608
H  0.5795  -5.0601  -3.2221
Mn  -0.0172  0.3561  0.7288
Cl  -2.1586  0.5180  1.3265
Cl  -0.0167  1.6046  -1.3536
H  0.6258  4.6607  4.2654
H  -1.4774  5.6835  3.1493
C  0.9589  4.3643  3.2656
C  -1.0714  5.3455  2.1885
N  -0.1781  4.2061  2.3684
H  1.4753  3.3979  3.3060
C  -0.3656  3.0738  1.6886
O  0.4149  2.0822  1.7558
H  -1.8989  5.0599  1.5322
H  -1.2554  3.0229  1.0582
H  1.6397  5.1383  2.8973
H  -0.5417  6.1942  1.7390
H  1.4305  -1.5587  -2.2781
H  2.4118  -3.5417  -0.9939
C  2.2636  -0.9326  -1.9288
C  3.2572  -2.8701  -0.7791
N  2.8216  -1.4849  -0.7002
H  1.8942  0.0872  -1.7820
C  2.6557  -0.8963  0.5018
O  2.0345  0.1798  0.6778
H  3.7143  -3.1546  0.1715
H  3.0858  -1.4478  1.3595
H  3.0315  -0.9536  -2.7168
H  3.9876  -2.9963  -1.5873
O  -0.0939  -1.5038  0.1084
C  -1.1534  -2.3585  -0.0143
C  0.1449  -3.8918  1.5864
C  -1.0716  -3.4012  1.0960
H  1.0793  -3.4513  1.2275
C  0.1403  -4.9435  2.5052
H  -2.1303  -1.8212  0.0625
C  -2.2748  -3.8851  1.6021
H  1.0805  -5.3857  2.8306
C  -1.0721  -5.4554  2.9848
C  -2.2841  -4.9197  2.5277
H  -3.2038  -3.4727  1.2140
H  -1.0868  -6.2608  3.7313
H  -3.2381  -5.3060  2.8635
Si  -0.3961  4.5274  -4.0916
Cl  -0.5696  2.5943  -4.9374
C  1.4426  4.8078  -3.8775
C  -1.5585  4.3698  -2.6487
C  -0.9349  6.0227  -5.1209
H  1.9103  3.9030  -3.4630
H  1.6226  5.6446  -3.1884
H  1.9221  5.0494  -4.8423
H  -0.3055  6.2296  -5.9959
H  -0.8589  6.9089  -4.4782
H  -1.9724  5.9859  -5.4679
H  -1.2914  3.4591  -2.0721
H  -2.5919  4.2295  -3.0098
H  -1.5158  5.2228  -1.9617
N  -0.3290  -0.9414  5.1301
C  0.7369  -1.7846  4.8768
C  1.0679  -1.5972  3.5511
N  0.1999  -0.6635  3.0164
C  -0.6260  -0.2670  3.9821
H  -0.8237  -0.8772  6.0130
H  1.2049  -2.4411  5.5940
H  1.8597  -2.0830  2.9973
H  -1.4388  0.4534  3.9047